The following is a quantum chemistry calculation of a molecular structure, C56H149F3N13O15Pd, from OMol25.

Atoms and positions in Å:
Pd  18.253  8.672  13.335
C  17.310  8.828  16.834
O  18.284  9.881  16.990
O  17.371  8.585  15.442
C  17.630  7.662  17.917
F  17.428  8.085  19.142
F  16.814  6.595  17.795
F  18.875  7.143  17.772
C  17.942  10.939  17.881
C  19.243  11.724  18.332
H  20.016  10.972  18.491
H  19.601  12.290  17.472
H  19.053  12.325  19.222
H  17.265  10.784  18.721
H  17.238  11.576  17.346
H  16.299  9.188  17.024
C  20.848  15.507  17.935
C  21.618  15.853  16.650
C  22.925  16.730  16.917
O  22.617  17.926  17.651
C  23.728  18.741  18.035
N  22.033  14.574  16.118
H  20.582  16.354  18.566
H  21.448  14.906  18.619
H  19.946  14.953  17.676
H  20.904  16.383  16.019
H  23.431  16.986  15.987
H  23.646  16.154  17.497
H  24.120  18.319  18.961
H  23.445  19.791  18.108
H  24.526  18.731  17.292
H  22.554  14.055  16.810
H  22.701  14.742  15.379
C  24.481  11.251  20.128
C  24.070  12.668  19.781
C  24.835  13.266  18.595
O  26.265  13.350  18.888
C  27.065  13.702  17.747
N  22.678  12.732  19.439
H  25.319  11.229  20.825
H  24.866  10.648  19.305
H  23.702  10.669  20.621
H  24.195  13.334  20.635
H  24.444  14.278  18.492
H  24.707  12.673  17.689
H  28.080  13.801  18.133
H  26.696  14.580  17.217
H  27.103  12.915  16.994
H  22.199  12.748  20.328
H  22.266  11.880  19.087
C  19.038  5.511  15.228
C  20.183  6.385  14.799
C  21.448  5.577  14.663
O  22.569  6.431  14.316
C  23.806  5.930  14.743
N  19.814  7.090  13.520
H  18.158  6.107  15.471
H  19.338  4.823  16.019
H  18.697  4.869  14.416
H  20.370  7.181  15.520
H  21.372  4.714  14.001
H  21.671  5.123  15.628
H  24.558  6.238  14.017
H  23.803  4.850  14.596
H  24.074  6.379  15.699
H  20.737  7.268  13.150
H  19.403  6.398  12.911
C  20.539  11.038  23.789
C  21.276  11.096  22.477
C  20.758  10.089  21.413
O  21.111  8.760  21.628
C  20.635  7.849  20.682
N  21.203  12.461  22.069
H  19.517  11.399  23.676
H  20.975  11.690  24.545
H  20.593  10.037  24.218
H  22.304  10.765  22.626
H  21.063  10.361  20.402
H  19.668  10.077  21.392
H  20.833  6.810  20.942
H  21.068  7.832  19.682
H  19.565  7.992  20.526
H  21.496  13.081  22.811
H  20.272  12.854  22.077
C  19.711  10.985  9.809
C  19.188  10.522  11.150
C  17.697  10.972  11.512
O  17.334  10.546  12.833
C  16.048  11.048  13.261
N  19.261  9.056  11.328
H  19.771  12.073  9.767
H  18.921  10.754  9.095
H  20.659  10.533  9.515
H  19.818  10.998  11.902
H  16.945  10.459  10.912
H  17.445  12.026  11.394
H  15.249  10.639  12.643
H  16.044  12.138  13.254
H  15.803  10.709  14.267
H  18.707  8.629  10.599
H  20.175  8.738  11.036
C  12.298  9.380  13.710
C  11.888  9.847  15.072
C  13.146  10.148  15.980
O  12.734  10.374  17.361
C  13.823  10.556  18.214
N  11.070  11.040  14.884
H  11.389  9.187  13.140
H  12.911  8.480  13.750
H  12.919  10.146  13.243
H  11.242  9.133  15.585
H  13.734  10.950  15.535
H  13.812  9.286  15.961
H  13.395  10.725  19.203
H  14.469  11.379  17.908
H  14.339  9.602  18.325
H  10.864  11.431  15.792
H  10.211  10.799  14.411
C  18.462  13.978  14.964
C  19.193  13.917  13.624
C  19.528  15.299  12.987
O  20.260  15.244  11.763
C  19.586  14.860  10.571
N  20.400  13.098  13.861
H  17.553  14.579  14.960
H  19.106  14.321  15.774
H  18.274  12.970  15.335
H  18.496  13.343  13.014
H  20.077  15.863  13.741
H  18.565  15.805  12.909
H  19.203  13.856  10.750
H  20.369  14.787  9.816
H  18.813  15.591  10.332
H  21.052  13.220  13.100
H  20.972  13.539  14.567
C  15.734  17.241  19.457
C  15.049  16.887  18.210
C  15.580  15.565  17.814
O  14.951  15.153  16.594
C  14.860  13.753  16.288
N  13.628  16.811  18.562
H  16.822  17.303  19.480
H  15.601  16.596  20.325
H  15.321  18.175  19.838
H  15.252  17.647  17.456
H  15.473  14.817  18.600
H  16.610  15.656  17.469
H  15.785  13.240  16.552
H  14.649  13.579  15.233
H  14.026  13.245  16.773
H  13.401  16.309  19.409
H  13.254  16.273  17.793
C  20.022  3.285  25.146
C  19.102  3.123  23.865
C  19.259  4.281  22.846
O  18.263  4.103  21.747
C  18.239  5.195  20.825
N  19.443  1.848  23.191
H  19.942  2.366  25.727
H  19.731  4.113  25.792
H  21.053  3.400  24.812
H  18.056  3.236  24.151
H  20.293  4.374  22.514
H  18.987  5.217  23.334
H  19.192  5.275  20.302
H  17.899  6.122  21.288
H  17.570  4.935  20.004
H  19.078  1.967  22.257
H  20.448  1.874  23.099
C  24.267  3.417  21.242
C  22.735  3.291  21.456
C  21.895  3.591  20.167
O  22.152  4.902  19.756
C  21.760  5.173  18.418
N  22.483  1.950  21.972
H  24.631  2.710  20.497
H  24.779  3.191  22.178
H  24.352  4.473  20.984
H  22.535  4.011  22.249
H  20.826  3.456  20.330
H  22.147  2.917  19.348
H  21.681  6.248  18.255
H  20.772  4.850  18.090
H  22.507  4.760  17.741
H  23.281  1.676  22.527
H  22.471  1.400  21.125
C  22.150  9.744  13.321
C  21.320  9.784  14.641
C  21.965  10.740  15.756
O  23.278  10.213  16.041
C  23.295  9.188  16.997
N  19.858  10.127  14.449
H  23.097  9.204  13.321
H  22.509  10.729  13.021
H  21.585  9.302  12.501
H  21.306  8.759  15.012
H  21.291  10.794  16.610
H  22.043  11.748  15.349
H  23.135  9.623  17.983
H  24.215  8.605  17.036
H  22.531  8.441  16.784
H  19.833  11.095  14.162
H  19.314  10.200  15.297
C  16.193  11.417  22.100
C  16.412  12.562  23.052
C  16.906  13.807  22.274
O  18.311  13.564  21.739
C  18.851  14.675  21.052
N  15.277  12.885  23.827
H  15.519  11.665  21.280
H  15.897  10.512  22.631
H  17.151  11.200  21.629
H  17.099  12.248  23.837
H  16.853  14.687  22.914
H  16.247  14.042  21.438
H  19.081  15.464  21.768
H  18.087  14.970  20.334
H  19.806  14.519  20.550
H  15.082  12.177  24.521
H  14.498  12.930  23.185
C  14.333  7.093  20.317
C  13.131  6.875  19.383
C  13.528  6.750  17.881
O  12.360  6.615  17.053
C  12.641  6.241  15.730
N  12.318  5.734  19.780
H  14.948  6.197  20.243
H  14.024  7.154  21.360
H  14.983  7.946  20.122
H  12.508  7.758  19.531
H  14.197  5.894  17.795
H  14.071  7.635  17.547
H  13.260  7.038  15.319
H  11.695  6.257  15.188
H  13.219  5.330  15.573
H  11.568  5.744  19.104
H  12.786  4.856  19.604

As for the spin multiplicity: 3. The net charge is +1. Its LUMO energy (spin up / spin down) is -2.6 / -4.5 eV. The highest occupied orbital energy (spin up / spin down) comes out at -9.9778 / -9.9778 eV. The calculation puts the gap between HOMO and LUMO (spin up / spin down) at 7.42 / 5.48 eV.

Mulliken population analysis, charges in e, atoms 1 to 99: 0.013, 0.398, 0.496, -0.504, 0.001, -0.171, -0.263, 0.392, -0.199, 1.005, -0.669, -0.589, 0.140, 0.195, -0.428, -0.555, -1.029, 0.441, -0.404, -0.383, -0.811, 0.156, 0.522, 0.075, -0.123, 0.181, 0.489, 0.037, 0.284, 0.270, 0.332, -0.366, 0.315, -1.533, 0.576, -0.225, -0.490, -0.676, 0.795, 0.396, 0.378, 0.326, 0.459, -0.133, 0.353, 0.286, 0.254, 0.268, 0.016, -0.842, -1.731, 2.486, -0.969, -0.240, -0.850, 0.009, 0.183, 0.289, 0.533, -1.181, 0.286, 0.209, 0.251, 0.446, 0.206, 0.278, 0.397, -1.743, 0.205, 0.779, -0.438, 0.136, -0.094, 0.171, 0.455, 0.436, 0.424, -0.609, 0.200, 0.131, -0.281, -0.090, 0.377, -0.266, -1.364, 1.119, -1.170, 0.180, -0.683, -0.197, 0.120, 0.439, 0.440, -0.539, 0.580, 0.406, 0.371, 0.229, 0.035


The following is a quantum chemistry calculation of 16 unconnected molecules or ions with the total composition C56H158N14O16, from OMol25.

Atoms and positions in Å:
O  1.375  2.151  -2.364
H  1.431  2.112  -3.367
H  0.718  1.443  -2.143
O  -2.924  -2.098  3.317
H  -2.971  -3.069  3.485
H  -3.816  -1.804  3.046
C  2.358  -8.864  -1.910
C  2.849  -7.802  -2.955
C  3.136  -6.389  -2.429
O  2.082  -5.767  -1.625
C  2.068  -4.315  -1.677
N  3.934  -8.391  -3.697
H  3.122  -9.243  -1.268
H  1.832  -9.724  -2.447
H  1.583  -8.475  -1.201
H  1.953  -7.691  -3.532
H  3.368  -5.627  -3.245
H  4.057  -6.401  -1.800
H  1.053  -4.014  -1.542
H  2.319  -3.858  -2.691
H  2.732  -3.877  -0.938
H  4.195  -7.788  -4.478
H  4.744  -8.515  -3.083
C  -0.255  -4.803  -5.193
C  1.139  -4.616  -5.749
C  1.681  -5.960  -6.219
O  3.027  -5.960  -6.536
C  3.581  -7.193  -6.978
N  1.042  -3.639  -6.837
H  -0.640  -3.751  -5.121
H  -0.344  -5.307  -4.179
H  -0.942  -5.285  -5.881
H  1.804  -4.163  -5.000
H  1.083  -6.289  -7.057
H  1.486  -6.689  -5.440
H  3.352  -7.869  -6.168
H  4.626  -7.046  -7.143
H  3.152  -7.511  -7.941
H  0.627  -3.951  -7.708
H  1.956  -3.393  -7.097
C  -5.060  3.388  -4.637
C  -5.596  2.318  -3.732
C  -4.564  2.028  -2.606
O  -4.125  3.266  -2.119
C  -3.077  3.140  -1.209
N  -6.928  2.648  -3.053
H  -4.163  2.874  -5.068
H  -4.817  4.320  -4.171
H  -5.776  3.511  -5.446
H  -5.818  1.447  -4.319
H  -3.658  1.399  -2.907
H  -4.977  1.427  -1.751
H  -3.352  3.023  -0.141
H  -2.394  4.003  -1.296
H  -2.446  2.300  -1.439
H  -7.004  1.997  -2.241
H  -6.875  3.588  -2.623
C  -4.642  1.446  3.916
C  -5.673  0.850  3.039
C  -6.182  1.896  2.048
O  -7.119  1.348  1.141
C  -7.859  2.402  0.480
N  -5.062  -0.281  2.302
H  -4.937  2.284  4.560
H  -3.918  1.907  3.204
H  -4.013  0.805  4.472
H  -6.469  0.500  3.664
H  -5.331  2.410  1.585
H  -6.675  2.736  2.605
H  -7.146  3.132  0.163
H  -8.558  2.922  1.159
H  -8.311  1.990  -0.400
H  -5.640  -0.532  1.530
H  -4.152  0.041  1.982
C  3.827  3.160  6.053
C  3.019  2.007  6.529
C  3.634  0.765  5.945
O  3.571  0.840  4.487
C  2.279  0.843  3.851
N  2.809  1.920  8.002
H  4.923  3.127  6.285
H  3.416  4.070  6.477
H  3.808  3.201  4.970
H  1.981  2.031  6.162
H  2.940  -0.026  6.243
H  4.676  0.645  6.179
H  2.413  0.407  2.898
H  1.857  1.832  3.806
H  1.502  0.202  4.348
H  3.593  2.268  8.541
H  1.892  2.341  8.232
C  4.421  1.395  -4.084
C  3.756  0.245  -4.898
C  2.875  0.835  -5.941
O  1.928  1.657  -5.287
C  1.072  2.446  -6.082
N  4.704  -0.632  -5.640
H  3.645  2.135  -3.793
H  5.185  1.961  -4.641
H  4.967  1.002  -3.213
H  3.100  -0.280  -4.171
H  2.325  0.148  -6.598
H  3.438  1.517  -6.598
H  0.467  3.069  -5.452
H  0.491  1.803  -6.763
H  1.703  3.146  -6.566
H  5.287  -1.020  -4.876
H  5.399  -0.002  -6.164
C  2.281  4.465  1.691
C  3.488  3.885  1.023
C  4.710  3.649  1.988
O  5.155  4.858  2.544
C  6.495  4.744  3.029
N  3.202  2.609  0.406
H  1.401  4.345  1.049
H  2.461  5.509  1.883
H  2.040  3.972  2.717
H  3.851  4.608  0.331
H  5.500  3.037  1.523
H  4.215  2.994  2.751
H  6.864  5.729  2.985
H  7.120  4.207  2.254
H  6.603  4.178  3.971
H  2.179  2.522  0.380
H  3.506  2.529  -0.565
C  -1.678  -4.021  0.998
C  -2.211  -4.536  -0.289
C  -3.012  -3.547  -1.051
O  -3.859  -2.774  -0.206
C  -4.675  -1.914  -1.024
N  -1.025  -4.911  -1.120
H  -2.461  -3.888  1.707
H  -1.147  -3.084  0.894
H  -1.042  -4.826  1.414
H  -2.919  -5.387  -0.115
H  -3.558  -4.048  -1.877
H  -2.351  -2.882  -1.555
H  -5.177  -1.134  -0.473
H  -5.463  -2.590  -1.367
H  -4.198  -1.407  -1.913
H  -0.588  -5.738  -0.698
H  -1.352  -5.118  -2.071
C  -5.251  6.798  2.845
C  -4.244  6.188  1.903
C  -3.513  5.064  2.555
O  -2.830  4.189  1.652
C  -1.563  4.803  1.282
N  -4.989  5.613  0.720
H  -5.627  7.784  2.571
H  -4.785  6.924  3.788
H  -6.070  6.106  3.054
H  -3.588  6.992  1.624
H  -4.265  4.351  2.960
H  -2.982  5.487  3.413
H  -0.962  4.084  0.746
H  -0.937  4.960  2.244
H  -1.802  5.715  0.715
H  -4.449  4.966  0.173
H  -5.406  6.381  0.199
C  -0.965  0.117  5.716
C  -0.274  -1.262  5.844
C  -1.070  -2.247  6.743
O  -1.171  -1.801  8.091
C  -0.124  -2.103  8.933
N  0.028  -1.747  4.498
H  -1.995  -0.032  5.332
H  -0.370  0.675  5.065
H  -1.032  0.522  6.718
H  0.680  -1.011  6.338
H  -0.659  -3.243  6.648
H  -2.057  -2.376  6.325
H  0.749  -1.446  8.726
H  0.209  -3.144  8.988
H  -0.424  -1.828  9.967
H  -0.848  -1.788  3.992
H  0.586  -2.589  4.399
C  -2.395  0.675  -5.959
C  -1.809  -0.710  -6.253
C  -2.190  -1.144  -7.651
O  -3.619  -1.201  -7.882
C  -3.833  -1.542  -9.259
N  -0.331  -0.694  -6.102
H  -2.145  1.067  -4.951
H  -3.468  0.680  -6.005
H  -1.946  1.513  -6.649
H  -2.191  -1.470  -5.536
H  -1.811  -2.171  -7.853
H  -1.731  -0.544  -8.447
H  -3.160  -2.363  -9.609
H  -3.763  -0.643  -9.843
H  -4.861  -1.846  -9.286
H  0.067  -1.671  -6.164
H  0.066  -0.143  -6.952
C  -0.939  0.854  2.200
C  -1.257  0.599  0.719
C  0.016  -0.018  0.068
O  -0.332  -0.192  -1.302
C  0.455  -1.068  -2.064
N  -2.405  -0.240  0.621
H  -0.362  1.817  2.248
H  -0.453  0.036  2.684
H  -1.937  0.913  2.674
H  -1.492  1.526  0.124
H  0.288  -1.002  0.607
H  0.911  0.625  0.146
H  1.434  -0.721  -2.241
H  -0.101  -1.194  -2.987
H  0.615  -2.008  -1.518
H  -2.316  -0.777  -0.237
H  -2.216  -0.939  1.357
C  7.292  -5.364  -0.066
C  5.921  -4.682  -0.188
C  5.818  -3.518  0.820
O  4.533  -2.971  0.901
C  4.296  -2.394  2.198
N  5.760  -4.266  -1.594
H  7.511  -5.833  0.881
H  8.101  -4.558  -0.276
H  7.473  -6.072  -0.857
H  5.134  -5.416  0.061
H  6.604  -2.775  0.545
H  6.178  -3.874  1.838
H  3.442  -2.879  2.678
H  4.034  -1.360  1.939
H  5.184  -2.448  2.833
H  4.949  -3.735  -1.773
H  6.541  -3.656  -1.718
C  -1.149  3.897  5.127
C  0.074  4.708  5.695
C  -0.079  6.231  5.529
O  0.963  7.008  6.040
C  2.075  7.249  5.195
N  0.559  4.150  6.951
H  -1.873  3.694  5.942
H  -0.874  2.923  4.736
H  -1.772  4.414  4.414
H  0.912  4.442  5.027
H  -0.946  6.572  6.034
H  -0.206  6.339  4.431
H  2.699  6.315  5.076
H  2.704  8.042  5.697
H  1.788  7.579  4.153
H  1.295  4.665  7.328
H  -0.243  4.273  7.582

As for the spin multiplicity: 1. The net charge is 0. Its LUMO energy is 0.6 eV. The highest occupied orbital energy comes out at -8.5993 eV. The calculation puts the gap between HOMO and LUMO at 9.18 eV.

Mulliken population analysis, charges in e, atoms 1 to 99: -0.389, 0.157, 0.317, -0.380, 0.268, 0.214, -1.525, 0.549, 0.116, -0.359, 0.892, -0.616, 0.419, 0.326, 0.242, 0.091, 0.213, -0.206, -0.923, 0.051, 0.305, 0.217, 0.314, -0.930, 0.703, -0.725, -0.309, -0.826, -0.575, 0.026, 0.089, 0.454, 0.020, 0.522, 0.172, 0.392, 0.226, 0.269, 0.228, 0.239, -1.139, 0.175, 0.597, -0.400, -0.032, -0.761, 0.165, 0.268, 0.412, 0.330, -0.317, -0.090, -0.184, 0.309, -0.013, 0.177, 0.365, -0.721, 0.335, 0.028, -0.414, -0.751, -0.447, 0.472, -0.295, 0.184, 0.272, -0.212, 0.331, 0.246, 0.306, 0.358, 0.209, -0.018, -0.935, 1.764, -0.925, -0.505, -0.390, -0.681, 0.468, 0.299, -0.226, -0.626, 0.159, 0.367, 0.005, -0.389, 1.048, 0.245, 0.280, -1.363, 1.438, -1.006, -0.200, -0.775, -0.719, 0.210, 0.365


Q: The lowest net charge belongs to which entry?
A: C56H158N14O16